No. 1
The ion C4H9N2OS with charge +1 in a non-equilibrium geometry, computed with the ωB97M-V functional and the def2-TZVPD basis.

```
17
Properties=species:S:1:pos:R:3:lowdin_charge:R:1
C -0.48 -0.61 -0.63 -0.312
C 1.60 0.61 -1.27 -0.309
C -1.96 -0.51 -0.53 -0.012
C 1.89 0.35 1.48 -0.351
N 0.05 -1.78 -0.32 -0.043
N 0.33 0.25 -1.32 0.085
O 1.28 -2.07 -0.45 -0.069
S 2.90 0.60 -0.04 1.006
H 2.12 1.00 -2.16 0.104
H -2.37 0.51 -0.33 0.106
H -2.33 -1.21 0.24 0.094
H -2.60 -0.98 -1.38 0.128
H 0.94 0.78 1.40 0.015
H 2.51 0.89 2.27 0.069
H 1.93 -0.75 1.87 0.093
H -0.60 -2.50 0.02 0.196
H -0.18 0.65 -2.13 0.200
```

## Properties
Charge = +1
HOMO energy (alpha / beta) = -13.040 / -13.035 eV

---

No. 2
The molecule C4H9N2P in a non-equilibrium geometry, computed with the ωB97M-V functional and the def2-TZVPD basis.

```
16
Properties=species:S:1:pos:R:3:lowdin_charge:R:1
C -2.40 -0.74 0.39 -0.301
C -2.69 0.55 -0.25 -0.257
N -1.43 -0.14 -0.46 -0.211
P 0.12 0.84 0.50 0.954
N 1.39 0.11 -0.49 -0.383
C 2.73 0.47 -0.23 -0.272
C 2.31 -0.98 0.11 -0.121
H -2.32 -1.02 1.55 0.137
H -2.92 -1.54 -0.05 0.063
H -3.37 0.66 -1.01 0.065
H -2.70 1.32 0.51 0.076
H 0.15 1.77 -0.51 -0.079
H 3.07 1.15 0.56 0.094
H 3.36 0.57 -1.11 0.090
H 2.41 -1.77 -0.62 0.088
H 2.27 -1.24 1.12 0.058
```

## Properties
HOMO energy = -8.536 eV

---

No. 3
The ion C4H9N2S with charge +1 in a non-equilibrium geometry, computed with the ωB97M-V functional and the def2-TZVPD basis.

```
16
Properties=species:S:1:pos:R:3:lowdin_charge:R:1
C 0.84 -1.17 -0.92 -0.075
C 0.41 -0.56 0.39 -0.345
C -1.06 -1.00 0.89 -0.338
S -2.21 -0.29 -0.34 0.905
N -1.41 1.18 -0.24 -0.293
C 0.16 0.90 0.19 -0.180
N 0.80 2.00 0.42 0.239
H 0.11 -1.26 -1.76 0.091
H 1.07 -2.24 -0.67 0.111
H 1.84 -0.78 -1.30 0.114
H 1.11 -0.88 1.19 0.168
H -1.10 -2.04 0.73 0.078
H -1.20 -0.39 1.77 0.086
H -1.49 1.81 -1.05 0.097
H 1.74 1.97 0.85 0.180
H 0.39 2.76 -0.14 0.162
```

## Properties
Charge = +1
HOMO energy = -12.529 eV

---

No. 4
The ion C4H9N2S with charge +1 in a non-equilibrium geometry, computed with the ωB97M-V functional and the def2-TZVPD basis.

```
16
Properties=species:S:1:pos:R:3:lowdin_charge:R:1
C -1.76 0.06 -0.07 0.001
C -0.37 -0.30 -0.01 -0.246
C -0.01 -1.74 0.21 -0.046
N 0.58 0.63 -0.06 0.117
C 2.02 0.46 0.09 -0.823
N 2.64 1.63 0.20 0.098
S 2.74 -1.00 -0.05 0.811
H -1.83 0.55 0.84 0.085
H -2.57 -0.75 -0.07 0.142
H -2.04 0.86 -0.90 0.164
H 0.38 -2.03 1.10 0.065
H 0.74 -1.93 -0.60 0.053
H -0.98 -2.21 0.05 0.098
H 0.39 1.66 0.10 0.188
H 2.12 2.50 0.23 0.115
H 3.71 1.76 0.29 0.180
```

## Properties
Charge = +1
HOMO energy = -12.826 eV

---

No. 5
The ion C4H9N2S with charge +1 in a non-equilibrium geometry, computed with the ωB97M-V functional and the def2-TZVPD basis.

```
16
Properties=species:S:1:pos:R:3:lowdin_charge:R:1
C -0.25 0.91 -1.15 -0.244
C 0.48 0.28 1.65 -0.384
C 0.59 -0.95 0.84 -0.059
C -0.44 -1.95 0.66 -0.069
N 0.31 1.83 -0.50 -0.385
N -0.90 0.90 -2.31 0.125
S 1.34 1.76 0.83 0.959
H -0.45 0.65 1.92 0.060
H 1.22 0.18 2.52 0.133
H 1.59 -1.08 0.52 0.107
H -0.49 -2.40 -0.35 0.111
H -1.55 -1.64 0.93 0.156
H 0.12 -2.77 1.10 0.110
H 0.42 2.78 -0.99 0.157
H -1.21 -0.05 -2.62 0.133
H -0.76 1.55 -3.03 0.090
```

## Properties
Charge = +1
HOMO energy (alpha / beta) = -12.660 / -12.659 eV

---

No. 6
The ion C4H9N2S with charge +1 in a non-equilibrium geometry, computed with the ωB97M-V functional and the def2-TZVPD basis.

```
16
Properties=species:S:1:pos:R:3:lowdin_charge:R:1
C 0.19 0.70 -1.24 -0.098
C 1.20 1.69 0.74 -0.244
C -0.83 -0.77 1.05 -0.576
C -0.43 0.52 -2.49 -0.027
N 0.79 1.35 -0.48 0.029
N -0.12 -2.01 1.40 0.095
S -0.24 0.54 1.97 0.835
H 2.22 1.37 1.12 0.119
H 0.77 2.61 1.11 0.068
H -1.53 -0.85 0.21 0.055
H -0.17 -0.48 -3.02 0.135
H -0.28 1.45 -3.09 0.120
H -1.54 0.56 -2.13 0.139
H 0.46 -2.44 0.77 0.117
H -0.78 -2.66 1.93 0.194
H 0.29 -1.58 2.16 0.038
```

## Properties
Charge = +1
HOMO energy (alpha / beta) = -11.902 / -11.903 eV

---

No. 7
The molecule C4H9N3 in a non-equilibrium geometry, computed with the ωB97M-V functional and the def2-TZVPD basis.

```
16
Properties=species:S:1:pos:R:3:lowdin_charge:R:1
H 2.58 -0.04 0.95 0.058
N 1.82 0.16 0.31 0.152
C 0.69 0.18 0.80 -0.536
N 0.33 0.04 2.17 0.082
C -0.46 0.54 -0.04 -0.365
C -1.29 -0.75 -0.32 -0.119
C -0.70 -0.67 -1.73 -0.160
N -0.34 0.78 -1.46 -0.007
H -0.66 -0.14 2.37 0.081
H 0.98 -0.76 2.60 0.149
H -1.03 1.32 0.59 0.161
H -1.15 -1.55 0.36 0.081
H -2.36 -0.55 -0.27 0.102
H 0.21 -1.28 -1.73 0.101
H -1.26 -0.71 -2.72 0.121
H 0.67 1.05 -1.53 0.100
```

## Properties
HOMO energy = -9.143 eV

---

No. 8
A cluster of 2 separate species, C4H9N3 in total in a non-equilibrium geometry, computed with the ωB97M-V functional and the def2-TZVPD basis.

```
16
Properties=species:S:1:pos:R:3:lowdin_charge:R:1
H -0.35 0.39 1.98 0.061
N -0.24 1.00 1.16 0.031
N 1.00 1.10 0.84 -0.109
C 1.20 2.15 -0.15 -0.142
H 2.23 2.09 -0.52 0.069
H 1.03 3.12 0.31 0.076
H 0.53 2.03 -1.01 0.073
C -1.68 -1.56 0.44 -0.077
C -0.53 -0.94 -0.24 -0.270
N -0.48 -1.47 -1.45 0.105
C 0.73 -0.98 -1.02 -0.210
H -1.43 -2.54 0.83 0.089
H -2.04 -0.94 1.27 0.052
H -2.55 -1.65 -0.21 0.086
H 1.12 -0.19 -1.65 0.079
H 1.48 -1.62 -0.58 0.088
```

## Properties
HOMO energy = -9.309 eV

---

No. 9
A cluster of 2 separate species, C4H9N3 in total in a non-equilibrium geometry, computed with the ωB97M-V functional and the def2-TZVPD basis.

```
16
Properties=species:S:1:pos:R:3:lowdin_charge:R:1
C -0.48 -0.09 -0.68 -0.523
C -0.09 0.01 0.76 -0.317
N -0.36 1.11 -1.36 0.078
N -1.61 -0.85 -0.98 0.090
C 1.39 0.15 0.74 -0.256
C -0.81 -0.45 1.78 0.063
N 1.91 1.23 0.25 0.058
H 0.87 -0.73 -0.74 0.181
H 0.47 1.62 -1.02 0.061
H -0.38 1.02 -2.37 0.090
H -1.51 -1.84 -0.79 0.098
H -2.01 -0.66 -1.89 0.084
H 2.92 1.26 0.37 0.051
H 1.90 -0.45 1.50 0.122
H -1.83 -0.78 1.64 0.059
H -0.38 -0.54 2.77 0.060
```

## Properties
HOMO energy = -7.979 eV

---

No. 10
The molecule C4H9N3 in a non-equilibrium geometry, computed with the ωB97M-V functional and the def2-TZVPD basis.

```
16
Properties=species:S:1:pos:R:3:lowdin_charge:R:1
C 2.72 0.21 -0.09 -0.075
C 1.36 -0.41 0.07 -0.276
N 0.28 0.56 -0.16 -0.040
C -1.07 0.21 -0.07 -0.330
C -1.75 -0.94 -0.08 -0.116
N -3.04 -0.31 -0.02 -0.048
N -2.34 0.98 0.12 0.016
H 2.99 0.63 0.85 0.066
H 3.40 -0.51 -0.27 0.027
H 2.71 0.89 -1.01 0.114
H 1.13 -1.22 -0.65 0.124
H 1.08 -0.86 0.96 0.087
H 0.31 1.52 0.44 0.192
H -1.72 -2.01 -0.32 0.095
H -3.60 -0.45 0.78 0.074
H -2.46 1.71 -0.54 0.090
```

## Properties
HOMO energy = -7.341 eV

---

No. 11
The molecule C4H9N3 in a non-equilibrium geometry, computed with the ωB97M-V functional and the def2-TZVPD basis.

```
16
Properties=species:S:1:pos:R:3:lowdin_charge:R:1
C -0.11 0.56 -0.35 -0.352
C -0.23 -1.89 0.22 -0.058
C -0.66 1.57 0.62 -0.023
N 0.46 -0.62 0.07 -0.115
N -0.72 0.53 -1.56 0.210
C 1.91 -0.24 0.53 -0.500
N 2.92 -0.82 0.75 -0.015
H 1.69 0.94 0.52 0.095
H -0.43 -0.16 -2.24 0.129
H -1.24 1.33 -1.89 0.122
H -0.76 -2.13 -0.71 0.069
H 0.48 -2.69 0.42 0.082
H -0.95 -1.87 1.05 0.082
H -0.17 1.45 1.58 0.088
H -1.74 1.45 0.72 0.098
H -0.45 2.58 0.27 0.087
```

## Properties
HOMO energy (alpha / beta) = -6.386 / -6.387 eV

---

No. 12
The molecule C4H9N3 in a non-equilibrium geometry, computed with the ωB97M-V functional and the def2-TZVPD basis.

```
16
Properties=species:S:1:pos:R:3:lowdin_charge:R:1
C -0.26 -2.74 -0.23 0.008
C -0.44 -1.71 0.56 -0.128
C -0.15 -0.32 0.10 -0.367
N 0.43 -0.10 -1.02 0.023
C 0.86 1.18 -1.52 -0.159
N -0.68 0.61 1.04 -0.052
N -0.01 1.84 1.03 -0.001
H 0.24 -2.58 -1.17 0.061
H -0.50 -3.77 -0.09 0.048
H -0.94 -1.84 1.55 0.105
H 1.77 1.53 -0.97 0.085
H 0.05 1.90 -1.39 0.060
H 1.01 1.09 -2.56 0.045
H -1.13 0.34 1.88 0.103
H -0.79 2.53 0.97 0.103
H 0.55 2.03 1.82 0.067
```

## Properties
HOMO energy = -8.524 eV

---

> What is the formula in the fourth record?

C4H9N2S